[1]
{"formula": "C5H11N", "method": "ωB97M-V/def2-TZVPD", "elements": ["C", "C", "N", "C", "C", "C", "H", "H", "H", "H", "H", "H", "H", "H", "H", "H", "H"], "positions_angstrom": [[0.4000, -1.1582, 1.6912], [1.3395, -0.5952, 0.6298], [0.6825, -0.0025, -0.5423], [0.4936, 1.4344, -0.5844], [-0.6680, 0.5232, -0.4552], [-1.5950, 0.2015, -1.6003], [-0.1254, -0.3718, 2.2430], [-0.3505, -1.8137, 1.2364], [0.9693, -1.7469, 2.4176], [2.0130, 0.1416, 1.0885], [1.9764, -1.4068, 0.2593], [0.7738, 2.0086, 0.3014], [0.7206, 1.9220, -1.5317], [-1.1417, 0.5218, 0.5275], [-2.4138, 0.9272, -1.6621], [-2.0318, -0.7958, -1.4737], [-1.0426, 0.2106, -2.5449]], "de_lowest_kcal_mol": 29.8, "total_energy_ha": -251.815002}


[2]
{"formula": "C9H19Be3F6N3O9S4", "method": "ωB97M-V/def2-TZVPD", "elements": ["Be", "Be", "Be", "F", "F", "N", "S", "O", "O", "F", "S", "O", "O", "F", "N", "S", "O", "O", "F", "S", "O", "O", "F", "C", "C", "C", "C", "C", "C", "N", "O", "C", "C", "C", "H", "H", "H", "H", "H", "H", "H", "H", "H", "H", "H", "H", "H", "H", "H", "H", "H", "H", "H"], "positions_angstrom": [[0.1577, 0.0510, 1.3422], [-2.8676, 3.0435, 0.5363], [0.6587, 3.6057, 0.7872], [1.7476, 1.4611, 0.3087], [-0.9018, 2.2769, 0.8143], [0.8019, 3.8154, 2.9506], [-0.7754, 4.0993, 3.5994], [-1.0049, 3.7972, 4.9505], [-1.7503, 3.9005, 2.5705], [-0.6278, 5.6595, 3.5808], [1.5205, 3.3141, 4.3405], [1.1106, 2.0588, 4.8627], [1.8339, 4.3802, 5.2194], [2.9771, 3.0728, 3.7498], [-1.7321, -0.7119, 2.4003], [-2.8738, -1.8223, 2.4426], [-4.1513, -1.5354, 1.8673], [-2.7942, -2.7790, 3.4801], [-2.3325, -2.7092, 1.1883], [-2.5033, 0.4728, 3.1813], [-3.1808, 0.2313, 4.3849], [-3.0869, 1.3631, 2.2358], [-1.1608, 1.2905, 3.4894], [1.6936, -3.1408, -2.1585], [1.5788, -1.8550, -1.3416], [2.4647, -0.7133, -1.9652], [1.9927, -0.3646, -3.3552], [0.5660, 0.1741, -3.2331], [-0.4169, -0.7563, -2.4504], [0.2813, -1.2022, -1.2274], [-0.5607, -1.7782, -0.2807], [-1.6462, 0.1260, -2.1784], [-0.8690, -1.8370, -3.4690], [2.1997, -2.0395, 0.0776], [1.6132, -2.9888, -3.2321], [0.8598, -3.7853, -1.8659], [2.6001, -3.7406, -2.0889], [2.6523, 0.0786, -1.2455], [3.3983, -1.2328, -2.2089], [2.1060, -1.2071, -4.0335], [2.6205, 0.4452, -3.7318], [0.2133, 0.2978, -4.2614], [0.6912, 1.2141, -2.9194], [-2.4351, -0.4710, -1.7071], [-1.4421, 0.9436, -1.4780], [-2.0938, 0.4723, -3.1059], [-1.5939, -1.4026, -4.1585], [-0.1380, -2.1591, -4.2077], [-1.3373, -2.6484, -2.9095], [3.1937, -2.4267, -0.1346], [1.6789, -2.7991, 0.6632], [2.1809, -1.0930, 0.6439], [-1.1163, -2.4460, -0.7192]], "total_energy_ha": -3430.869450, "charge": 2}